# H22O11

A 11-piece molecular cluster, H22O11 overall in a non-equilibrium geometry (ωB97M-V/def2-TZVPD, OMol25).

```
! wB97M-V def2-TZVPD RIJCOSX def2/J DEFGRID3
* xyz 0 1
O -2.88579 -0.53012 -1.07860
H -3.54296 -0.06846 -0.55556
H -1.97958 -0.22736 -0.83276
O -2.06448 2.53475 0.84196
H -2.80259 2.29523 0.25676
H -2.48046 2.26176 1.70016
O 0.25102 -2.14944 1.07116
H -0.11543 -2.68733 0.41189
H 0.81693 -2.79284 1.47875
O 2.38571 -2.60289 -0.93586
H 1.83482 -2.15403 -0.29275
H 1.90051 -3.43466 -1.10575
O -0.49784 0.28197 -0.15840
H -0.07076 -0.42140 0.30589
H -0.85959 0.80388 0.55562
O -0.50975 -3.18242 -1.23912
H -1.29508 -3.51362 -1.66356
H -0.33726 -2.35326 -1.71089
O 0.62361 -0.58541 -2.50805
H 0.28319 -0.10978 -1.73423
H -0.10722 -0.46782 -3.14475
O -0.13324 0.68118 2.80343
H 0.63504 0.08737 3.03552
H -0.91241 0.11850 2.94061
O 0.18315 3.20896 -1.79369
H 0.68586 3.95687 -1.39147
H 0.57792 2.37269 -1.54722
O 2.83602 0.15676 0.80886
H 2.66383 0.76885 0.06989
H 3.74679 0.20004 0.90512
O 0.76749 2.67192 1.50542
H -0.02813 2.97066 0.99948
H 0.43068 1.90949 2.00211
*
```

Output
SMILES   O.O.O.O.O.O.O.O.O.O.O
ΔE to the lowest compared entry with this formula, charge and spin   1.623 eV
Calculated total energy   -22879.8908 eV
E_HOMO   -10.29 eV